1.
{
  "formula": "C5H9O2P",
  "method": "ωB97M-V with the def2-TZVPD basis set",
  "lumo_ev": 0.32,
  "de_lowest_kcal_mol": 44.86,
  "homo_energy_ev": -8.924,
  "mol_weight_da": 132.1,
  "multiplicity": 1,
  "elements": ["C", "C", "C", "C", "C", "O", "O", "P", "H", "H", "H", "H", "H", "H", "H", "H", "H"],
  "xyz": [[0.934, -0.037, 1.295], [-0.477, 0.576, 1.185], [1.804, -0.071, 0.116], [1.548, 0.939, -0.927], [-1.972, -1.408, -0.710], [-2.986, 0.920, -0.010], [2.669, -0.909, 0.102], [-1.742, 0.112, 0.157], [0.996, -0.984, 1.940], [-0.722, 1.607, 1.596], [1.549, 0.687, 1.827], [0.923, 0.651, -1.741], [2.607, 1.001, -1.287], [1.102, 1.901, -0.556], [-2.714, -2.064, -0.338], [-2.521, -1.140, -1.567], [-0.998, -1.781, -1.083]]
}



2.
{
  "formula": "C3H3KLiMgO3",
  "method": "ωB97M-V with the def2-TZVPD basis set",
  "lumo_ev": [-4.77, -4.77],
  "de_lowest_kcal_mol": 65.30,
  "total_charge": 1,
  "homo_energy_ev": [-8.237, -8.236],
  "mol_weight_da": 157.4,
  "multiplicity": 1,
  "elements": ["O", "C", "C", "O", "C", "K", "H", "H", "H", "Li", "Mg", "O"],
  "xyz": [[0.222, -0.067, 2.404], [0.742, 0.529, 1.275], [0.984, -0.109, 3.566], [-0.094, 0.356, 0.355], [1.455, -1.246, 4.064], [-0.089, 1.231, -2.618], [1.117, 0.878, 4.008], [2.054, -1.213, 4.973], [1.256, -2.215, 3.601], [2.638, 1.465, 1.668], [-1.607, -0.697, 1.402], [-3.046, -1.783, 1.493]]
}



3.
{
  "formula": "C59H66FeN4O3S3Se",
  "method": "ωB97M-V with the def2-TZVPD basis set",
  "lumo_ev": [-3.24, -3.44],
  "de_lowest_kcal_mol": 0.00,
  "total_charge": 1,
  "homo_energy_ev": [-9.990, -9.918],
  "mol_weight_da": 1110.2,
  "multiplicity": 6,
  "elements": ["Fe", "C", "C", "C", "C", "C", "C", "C", "Se", "C", "C", "C", "C", "C", "C", "O", "C", "C", "C", "C", "C", "C", "C", "C", "C", "O", "C", "C", "C", "C", "C", "C", "H", "H", "H", "H", "H", "H", "H", "H", "H", "H", "H", "H", "H", "H", "H", "H", "H", "H", "H", "H", "H", "H", "H", "H", "H", "H", "H", "H", "H", "H", "H", "H", "H", "H", "H", "H", "H", "H", "H", "H", "S", "C", "C", "C", "C", "C", "C", "N", "C", "C", "C", "C", "C", "C", "C", "C", "N", "C", "C", "C", "C", "C", "S", "C", "H", "H", "H", "H", "H", "H", "H", "H", "H", "H", "H", "H", "C", "C", "C", "N", "C", "S", "N", "C", "O", "C", "C", "C", "C", "C", "C", "H", "H", "H", "H", "H", "H", "H", "H", "H", "H", "H", "H", "H", "H"],
  "xyz": [[0.318, -0.085, 0.017], [2.949, 3.913, 5.855], [1.541, 3.318, 5.995], [0.625, 4.379, 6.602], [1.588, 2.115, 6.948], [1.056, 2.849, 4.627], [1.772, 1.869, 3.942], [1.330, 1.426, 2.717], [2.295, 0.021, 1.830], [1.509, -1.472, 2.742], [2.074, -1.942, 3.906], [1.454, -2.973, 4.608], [0.279, -3.485, 4.074], [-0.327, -3.041, 2.894], [0.322, -2.002, 2.208], [-0.143, -1.495, 1.062], [-1.643, -3.724, 2.490], [-2.666, -3.526, 3.619], [-2.285, -3.203, 1.199], [-1.381, -5.225, 2.292], [2.072, -3.473, 5.911], [3.479, -4.017, 5.627], [1.244, -4.585, 6.555], [2.167, -2.304, 6.901], [0.174, 1.937, 2.095], [-0.173, 1.461, 0.888], [-0.558, 2.933, 2.758], [-0.081, 3.345, 4.007], [-1.843, 3.607, 2.257], [-2.342, 3.120, 0.895], [-1.599, 5.120, 2.136], [-2.970, 3.347, 3.269], [3.309, 4.262, 6.823], [3.660, 3.176, 5.482], [2.947, 4.758, 5.166], [1.010, 4.674, 7.578], [0.579, 5.276, 5.982], [-0.389, 4.004, 6.747], [1.910, 2.433, 7.940], [0.605, 1.651, 7.039], [2.288, 1.354, 6.601], [2.670, 1.440, 4.366], [2.989, -1.493, 4.270], [-0.215, -4.283, 4.609], [-2.860, -2.465, 3.782], [-3.609, -4.009, 3.355], [-2.328, -3.954, 4.562], [-2.576, -2.156, 1.284], [-1.615, -3.299, 0.347], [-3.188, -3.792, 1.015], [-0.997, -5.700, 3.194], [-2.310, -5.730, 2.021], [-0.657, -5.386, 1.492], [3.441, -4.839, 4.910], [4.132, -3.244, 5.221], [3.934, -4.387, 6.547], [1.168, -5.460, 5.908], [1.723, -4.901, 7.482], [0.237, -4.247, 6.802], [2.812, -1.510, 6.524], [1.183, -1.874, 7.093], [2.583, -2.646, 7.850], [-0.646, 4.109, 4.521], [-1.613, 3.296, 0.105], [-2.581, 2.056, 0.915], [-3.252, 3.673, 0.651], [-0.791, 5.326, 1.434], [-2.502, 5.613, 1.772], [-1.337, 5.572, 3.092], [-3.153, 2.276, 3.374], [-2.740, 3.746, 4.256], [-3.893, 3.820, 2.928], [6.641, -1.132, -3.415], [7.728, -2.038, -2.464], [7.205, -2.348, -1.246], [5.894, -1.839, -1.080], [5.446, -1.151, -2.176], [4.151, -0.493, -2.359], [3.159, -0.617, -1.367], [1.970, -0.063, -1.450], [1.658, 0.630, -2.568], [2.572, 0.844, -3.602], [2.168, 1.622, -4.741], [0.917, 2.119, -4.839], [-0.059, 1.867, -3.815], [-1.389, 2.300, -3.886], [-2.289, 1.981, -2.886], [-1.813, 1.197, -1.819], [-0.572, 0.762, -1.738], [0.316, 1.117, -2.697], [-3.692, 2.395, -2.915], [-4.637, 2.235, -1.936], [-5.900, 2.759, -2.299], [-5.893, 3.307, -3.546], [-4.362, 3.190, -4.286], [3.844, 0.270, -3.468], [8.697, -2.296, -2.855], [7.732, -2.916, -0.496], [5.322, -1.981, -0.175], [3.359, -1.194, -0.475], [2.887, 1.787, -5.532], [0.617, 2.692, -5.706], [-1.703, 2.879, -4.745], [-2.483, 0.875, -1.034], [-4.442, 1.778, -0.977], [-6.771, 2.734, -1.663], [-6.709, 3.774, -4.070], [4.573, 0.421, -4.255], [-4.656, -5.290, -2.148], [-4.642, -4.241, -3.253], [-3.945, -2.950, -2.848], [-2.549, -3.174, -2.483], [-1.467, -2.480, -2.813], [-0.026, -2.649, -1.971], [-1.574, -1.552, -3.839], [-2.096, -1.648, -5.131], [-2.208, -0.634, -5.782], [-2.430, -2.996, -5.669], [-3.533, -3.106, -6.512], [-3.852, -4.332, -7.070], [-3.052, -5.438, -6.816], [-1.934, -5.321, -6.002], [-1.625, -4.103, -5.418], [-5.268, -6.143, -2.434], [-5.067, -4.885, -1.220], [-3.658, -5.678, -1.936], [-5.667, -3.982, -3.528], [-4.165, -4.640, -4.149], [-4.443, -2.511, -1.976], [-3.992, -2.218, -3.652], [-2.377, -3.866, -1.768], [-0.964, -0.758, -3.732], [-4.126, -2.226, -6.723], [-4.715, -4.424, -7.715], [-3.295, -6.393, -7.263], [-1.300, -6.179, -5.824], [-0.746, -4.014, -4.794]]
}



4.
{
  "formula": "C4H10NO2",
  "method": "ωB97M-V with the def2-TZVPD basis set",
  "lumo_ev": 3.89,
  "de_lowest_kcal_mol": 87.32,
  "total_charge": -1,
  "homo_energy_ev": -2.530,
  "smiles": "[O-]CNCCCO",
  "mol_weight_da": 104.1,
  "multiplicity": 1,
  "elements": ["O", "C", "N", "C", "C", "C", "O", "H", "H", "H", "H", "H", "H", "H", "H", "H", "H"],
  "xyz": [[-1.478, -2.160, 1.413], [-1.258, -1.945, 0.112], [-0.069, -1.123, -0.266], [0.050, -0.199, 0.906], [0.989, 1.009, 0.460], [0.789, 1.627, -0.932], [-0.631, 2.072, -1.088], [-1.191, -2.850, -0.486], [-2.043, -1.277, -0.349], [0.710, -1.767, -0.271], [-1.090, 0.028, 1.146], [0.598, -0.609, 1.809], [2.015, 0.506, 0.436], [1.061, 1.837, 1.305], [1.106, 1.073, -1.801], [1.408, 2.583, -1.077], [-0.965, 1.198, -1.317]]
}



5.
{
  "formula": "C21H24N4O4S",
  "method": "ωB97M-V with the def2-TZVPD basis set",
  "lumo_ev": 0.60,
  "de_lowest_kcal_mol": 51.48,
  "homo_energy_ev": -8.029,
  "smiles": "CCn1c(COc2cccc(OC)c2)nnc1SCC(=O)Nc1cccc(OC)c1",
  "mol_weight_da": 428.5,
  "multiplicity": 1,
  "elements": ["C", "C", "N", "C", "C", "O", "C", "C", "C", "C", "C", "O", "C", "C", "N", "N", "C", "S", "C", "C", "O", "N", "C", "C", "C", "C", "C", "O", "C", "C", "H", "H", "H", "H", "H", "H", "H", "H", "H", "H", "H", "H", "H", "H", "H", "H", "H", "H", "H", "H", "H", "H", "H", "H"],
  "xyz": [[-1.949, -3.533, -0.640], [-1.233, -2.363, -1.306], [-0.503, -1.586, -0.338], [-0.896, -0.475, 0.361], [-2.193, 0.226, 0.178], [-3.236, -0.715, 0.325], [-4.527, -0.277, 0.239], [-5.509, -1.256, 0.398], [-6.838, -0.904, 0.322], [-7.223, 0.407, 0.087], [-6.247, 1.381, -0.074], [-6.488, 2.700, -0.311], [-7.824, 3.135, -0.389], [-4.896, 1.035, 0.001], [0.041, -0.107, 1.185], [1.068, -0.962, 1.061], [0.739, -1.851, 0.155], [1.703, -3.187, -0.386], [3.081, -3.106, 0.805], [4.169, -2.107, 0.397], [5.204, -2.486, -0.103], [3.823, -0.833, 0.678], [4.552, 0.339, 0.461], [3.911, 1.546, 0.751], [4.586, 2.733, 0.568], [5.893, 2.751, 0.104], [6.531, 1.550, -0.184], [7.809, 1.439, -0.642], [8.561, 2.611, -0.832], [5.856, 0.343, -0.006], [-2.497, -4.099, -1.387], [-2.647, -3.159, 0.105], [-1.229, -4.191, -0.160], [-1.957, -1.706, -1.793], [-0.517, -2.727, -2.048], [-2.254, 1.016, 0.937], [-2.230, 0.687, -0.822], [-5.207, -2.274, 0.584], [-7.597, -1.661, 0.449], [-8.271, 0.650, 0.034], [-8.357, 2.650, -1.214], [-7.774, 4.207, -0.575], [-8.361, 2.955, 0.547], [-4.176, 1.826, -0.127], [2.652, -2.867, 1.777], [3.508, -4.109, 0.804], [2.876, -0.685, 1.046], [2.895, 1.538, 1.115], [4.094, 3.668, 0.790], [6.393, 3.697, -0.026], [8.686, 3.166, 0.104], [8.107, 3.266, -1.583], [9.537, 2.282, -1.186], [6.365, -0.577, -0.236]]
}



6.
{
  "formula": "C4H5O2Tm",
  "method": "ωB97M-V with the def2-TZVPD basis set",
  "lumo_ev": [-3.86, -6.89],
  "de_lowest_kcal_mol": 57.38,
  "total_charge": 1,
  "homo_energy_ev": [-11.064, -11.820],
  "mol_weight_da": 254.0,
  "multiplicity": 4,
  "elements": ["O", "C", "C", "H", "H", "H", "H", "C", "C", "O", "Tm", "H"],
  "xyz": [[2.536, -0.445, -0.038], [2.976, 0.539, 1.620], [1.920, -0.057, 0.979], [3.618, -0.112, 2.230], [0.773, -0.057, 1.045], [-1.919, -0.635, 0.745], [-1.992, 1.844, -0.047], [-2.170, 0.955, -0.652], [-1.666, -0.235, -0.250], [-1.470, -1.129, -1.207], [-0.006, -1.774, -2.783], [-2.602, 1.105, -1.643]]
}